The following is a DFT calculation (wB97M-V/def2-TZVPD) of one molecule with the formula C3H6N2P2.

orbital gap = 9.01 eV
structure (SMILES) = C=CC[P@@]12=P(=N1)N2
relative energy (zero: lowest compared OMol25 entry of this formula, charge and spin) = 5.78 kcal per mole
highest occupied orbital energy = -9.06 eV

ORCA input file:
```
! wB97M-V def2-TZVPD RIJCOSX def2/J DEFGRID3
* xyz 0 1
C -2.273 -1.005 0.002
C -1.285 -0.355 0.563
C -0.273 0.524 -0.039
P 1.341 0.497 0.840
P 2.993 -0.642 -0.704
N 1.739 -1.067 0.262
N 2.571 0.954 -0.357
H -2.925 -1.667 0.578
H -2.781 -0.743 -1.011
H -1.267 -0.462 1.604
H -0.108 0.599 -1.185
H -0.791 1.564 0.066
H 3.058 1.803 -0.618
*
```


The following is a DFT calculation (wB97M-V/def2-TZVPD) of C34H22BrN8S6Sr as an isolated structure.

orbital gap = 5.12 eV
relative energy (zero: lowest compared OMol25 entry of this formula, charge and spin) = 16.27 kcal per mole
highest occupied orbital energy = -3.66 eV

ORCA input file:
```
! wB97M-V def2-TZVPD RIJCOSX def2/J DEFGRID3
* xyz -1 1
Sr 10.402 8.068 12.943
C 6.580 8.784 15.546
C 6.864 9.330 16.778
C 8.191 9.750 17.086
C 9.112 9.655 16.052
N 8.844 8.981 14.953
C 7.618 8.575 14.693
C 10.545 10.047 16.214
C 11.032 10.584 17.425
C 12.376 10.915 17.496
C 13.204 10.712 16.413
C 12.624 10.036 15.319
N 11.341 9.750 15.214
H 5.582 8.452 15.230
H 6.064 9.536 17.460
H 8.445 10.216 18.047
H 7.463 8.094 13.685
H 10.309 10.847 18.191
H 12.847 11.321 18.446
H 14.241 11.009 16.412
H 13.260 9.811 14.472
S 5.811 8.322 6.522
C 6.835 8.260 7.856
S 7.736 6.832 8.367
C 8.480 7.619 9.724
C 8.069 8.856 10.014
S 8.491 9.787 11.464
S 7.010 9.582 8.857
S 9.469 6.587 10.686
Br 12.604 7.515 21.100
C 12.780 7.322 19.215
C 11.632 7.242 18.484
C 11.661 7.073 17.124
C 12.953 6.959 16.495
C 14.108 7.014 17.324
C 14.051 7.264 18.662
N 13.059 6.940 15.105
C 13.668 6.026 14.577
C 13.852 5.954 13.104
C 14.851 5.209 12.515
C 14.964 5.039 11.139
C 14.065 5.783 10.413
C 13.101 6.564 11.062
N 12.963 6.655 12.357
H 10.661 7.334 19.010
H 10.803 7.148 16.498
H 15.105 6.974 16.774
H 14.975 7.409 19.270
H 14.180 5.212 15.148
H 15.498 4.674 13.165
H 15.787 4.462 10.680
H 14.032 5.701 9.345
H 12.463 7.148 10.421
N 9.615 5.999 14.425
C 9.215 5.584 15.435
N 8.623 5.229 16.520
C 9.357 4.867 17.575
N 9.895 4.496 18.545
S 12.613 12.554 10.510
C 12.329 11.324 11.718
N 11.952 10.190 11.285
C 11.763 10.240 9.912
C 11.357 9.183 9.050
C 11.328 9.407 7.713
C 11.610 10.636 7.106
C 12.017 11.671 7.900
C 12.128 11.449 9.280
H 12.580 11.477 12.788
H 10.969 8.304 9.506
H 10.852 8.587 7.105
H 11.618 10.776 6.025
H 12.268 12.584 7.436
*
```


The following is a DFT calculation (wB97M-V/def2-TZVPD) of a 2-piece molecular cluster, CH4IN2O overall.

orbital gap (alpha / beta) = 6.99 / 6.99 eV
relative energy (zero: lowest compared OMol25 entry of this formula, charge and spin) = 127.92 kcal per mole
highest occupied orbital energy (alpha / beta) = -14.30 / -14.30 eV

ORCA input file:
```
! wB97M-V def2-TZVPD RIJCOSX def2/J DEFGRID3
* xyz 1 1
C 0.432 0.027 -0.080
N -1.234 -1.977 0.007
N -0.169 1.162 -0.289
O 0.367 2.339 -0.023
I 2.398 -0.469 -0.084
H -1.297 -2.012 0.999
H -0.610 -2.729 -0.346
H -1.209 1.347 -0.298
H 1.321 2.312 0.114
*
```


The following is a DFT calculation (wB97M-V/def2-TZVPD) of C35H21BrF6N7O5S2Ta as an isolated structure.

orbital gap = 6.40 eV
relative energy (zero: lowest compared OMol25 entry of this formula, charge and spin) = 0.00 kcal per mole
highest occupied orbital energy = -13.25 eV

ORCA input file:
```
! wB97M-V def2-TZVPD RIJCOSX def2/J DEFGRID3
* xyz 2 1
Ta 0.030 1.029 -0.535
C -2.322 4.174 -2.648
C -1.860 3.233 -1.734
N -0.728 2.560 -1.920
C -0.005 2.790 -3.047
C -0.410 3.701 -4.032
C -1.600 4.411 -3.796
C 0.378 3.809 -5.206
C 1.471 3.007 -5.351
C 1.868 2.095 -4.343
C 1.160 2.015 -3.173
N 1.387 1.199 -2.039
C 2.452 0.260 -2.042
C 3.724 0.433 -2.517
C 4.646 -0.636 -2.476
C 4.299 -1.853 -1.962
C 3.012 -2.036 -1.401
C 2.561 -3.235 -0.814
C 1.302 -3.296 -0.274
C 0.505 -2.150 -0.264
N 0.893 -1.000 -0.804
C 2.119 -0.955 -1.418
H -3.245 4.698 -2.445
H -2.418 3.019 -0.832
H -1.948 5.133 -4.525
H 0.088 4.506 -5.981
H 2.060 3.058 -6.256
H 2.725 1.468 -4.530
H 4.045 1.391 -2.900
H 5.641 -0.478 -2.867
H 5.000 -2.677 -1.958
H 3.213 -4.100 -0.793
H 0.928 -4.202 0.180
H -0.467 -2.180 0.208
Br 0.800 -6.514 1.797
C -0.800 -5.595 2.210
C -1.069 -5.254 3.527
C -2.259 -4.610 3.827
C -3.134 -4.260 2.808
C -2.874 -4.634 1.494
C -1.704 -5.314 1.195
N -4.356 -3.615 3.203
N -4.736 -2.569 2.668
C -3.929 -1.886 1.699
C -4.396 -1.730 0.420
C -3.664 -1.012 -0.550
C -2.482 -0.437 -0.185
O -1.682 0.305 -1.006
C -2.014 -0.536 1.132
N -0.821 0.090 1.373
C -0.345 0.060 2.609
C -1.018 -0.573 3.659
C -2.200 -1.228 3.416
C -2.727 -1.243 2.108
H -0.374 -5.519 4.311
H -2.515 -4.385 4.855
H -3.599 -4.440 0.716
H -1.510 -5.650 0.185
H -5.340 -2.183 0.147
H -4.033 -0.916 -1.562
H 0.599 0.553 2.782
H -0.590 -0.538 4.650
H -2.732 -1.717 4.221
F 4.361 2.644 2.944
C 3.420 1.785 2.636
F 3.893 0.551 2.616
F 2.417 1.866 3.506
S 2.780 2.169 0.944
O 1.754 1.086 0.765
O 3.872 2.133 0.047
N 2.105 3.566 1.106
S 0.626 3.955 0.825
O -0.232 2.726 0.679
O 0.443 4.938 -0.176
C 0.001 4.587 2.451
F -1.272 4.899 2.293
F 0.126 3.619 3.348
F 0.705 5.636 2.801
*
```


The following is a DFT calculation (wB97M-V/def2-TZVPD) of one molecule with the formula C4H6N2O.

orbital gap (alpha / beta) = 7.78 / 7.19 eV
relative energy (zero: lowest compared OMol25 entry of this formula, charge and spin) = 110.57 kcal per mole
highest occupied orbital energy (alpha / beta) = -8.17 / -7.55 eV

ORCA input file:
```
! wB97M-V def2-TZVPD RIJCOSX def2/J DEFGRID3
* xyz 0 1
N 1.843 0.593 -0.256
C 0.488 0.697 0.000
C -0.201 -0.636 0.031
O 0.663 -1.616 0.369
C -1.510 -0.935 -0.275
C -2.508 -0.075 0.182
N -0.169 1.785 0.109
H 2.273 -0.303 -0.087
H 2.405 1.381 0.027
H 0.217 -2.471 0.275
H -1.740 -1.989 -0.484
H -2.195 0.979 0.166
H 0.435 2.590 -0.058
*
```


The following is a DFT calculation (wB97M-V/def2-TZVPD) of a 5-piece molecular cluster, C15H35NO10 overall.

orbital gap = 7.51 eV
highest occupied orbital energy = -7.02 eV

ORCA input file:
```
! wB97M-V def2-TZVPD RIJCOSX def2/J DEFGRID3
* xyz 0 1
N -0.006 0.799 0.204
H -0.591 0.111 0.698
H 0.088 0.506 -0.805
H 0.921 0.756 0.637
H -0.343 1.748 0.283
C 1.494 0.988 -3.917
C 0.524 -0.153 -3.541
C 1.031 -1.521 -3.976
O 0.123 -0.116 -2.227
H 1.801 1.152 -4.953
H 2.419 0.837 -3.344
H 1.034 1.925 -3.591
H -0.367 0.087 -4.153
H 1.829 -1.925 -3.352
H 1.357 -1.465 -5.021
H 0.181 -2.208 -3.982
C 4.266 0.319 -0.840
C 4.686 0.831 0.546
O 4.534 -0.120 1.568
C 3.362 -0.295 2.146
O 2.341 0.272 1.834
O 3.487 -1.211 3.079
C 2.305 -1.686 3.701
H 4.879 -0.554 -1.078
H 4.479 1.007 -1.658
H 3.197 0.104 -0.849
H 4.108 1.740 0.725
H 5.745 1.071 0.477
H 2.602 -2.318 4.534
H 1.682 -2.249 3.008
H 1.723 -0.875 4.142
C -3.481 -2.055 3.422
C -2.095 -2.562 3.774
O -1.480 -3.248 2.695
C -0.868 -2.529 1.789
O -0.828 -1.338 1.662
O -0.267 -3.350 0.946
C 0.367 -2.756 -0.190
H -3.858 -1.372 4.183
H -4.267 -2.813 3.336
H -3.487 -1.642 2.411
H -2.173 -3.231 4.631
H -1.466 -1.740 4.121
H 0.862 -3.512 -0.797
H 1.199 -2.143 0.166
H -0.338 -2.201 -0.804
C -3.098 1.484 -3.293
C -2.979 1.319 -1.791
O -3.250 2.530 -1.110
C -2.783 2.772 0.096
O -2.400 1.929 0.869
O -2.803 4.085 0.273
C -2.669 4.590 1.580
H -4.132 1.367 -3.628
H -2.494 0.680 -3.718
H -2.742 2.410 -3.742
H -1.933 1.038 -1.615
H -3.586 0.471 -1.465
H -3.366 4.171 2.306
H -2.812 5.667 1.624
H -1.665 4.421 1.977
*
```


The following is a DFT calculation (wB97M-V/def2-TZVPD) of a 5-piece molecular cluster, C27H56BFIN2O7 overall.

orbital gap = 7.88 eV
highest occupied orbital energy = -11.87 eV

ORCA input file:
```
! wB97M-V def2-TZVPD RIJCOSX def2/J DEFGRID3
* xyz 1 1
C -5.576 -0.029 -4.448
C -4.579 -0.793 -3.990
C -4.514 -1.156 -2.522
C -3.537 -0.359 -1.633
C -2.884 0.956 -2.089
N -3.749 1.965 -2.564
C -3.414 2.643 -3.597
C -3.825 4.080 -3.654
C -2.702 2.138 -4.812
C -2.106 1.261 -0.766
I -3.400 2.031 0.795
C -0.946 2.267 -0.930
C -0.323 2.842 0.327
F -1.358 3.330 -1.714
C -1.593 -0.128 -0.492
B -0.242 -0.437 0.325
O 0.983 -0.425 -0.298
O -0.433 -0.690 1.629
C 0.609 -0.229 2.532
N -2.367 -1.020 -1.001
C -2.182 -2.460 -0.966
C -1.664 -2.924 -2.333
O -1.575 -4.087 -2.634
H -6.194 0.542 -3.769
H -5.834 0.039 -5.496
H -3.841 -1.165 -4.690
H -4.354 -2.233 -2.468
H -5.506 -0.983 -2.124
H -4.148 -0.130 -0.753
H -2.043 0.625 -2.723
H -2.964 4.693 -3.402
H -4.681 4.268 -3.020
H -4.076 4.321 -4.689
H -2.108 2.924 -5.272
H -2.030 1.303 -4.631
H -3.450 1.808 -5.530
H -0.159 1.771 -1.507
H -0.777 3.782 0.614
H -0.279 2.140 1.155
H 0.714 3.080 0.086
H 1.319 -1.328 -0.332
H 1.059 0.710 2.231
H 0.159 -0.080 3.507
H 1.368 -0.997 2.623
H -3.152 -2.910 -0.775
H -1.529 -2.771 -0.154
H -1.395 -2.128 -3.058
C 3.982 2.288 0.849
C 4.037 2.177 2.364
C 5.372 2.662 2.901
O 3.811 0.820 2.763
H 4.756 1.669 0.388
H 3.020 1.931 0.471
H 4.127 3.319 0.527
H 3.229 2.765 2.805
H 6.188 2.054 2.503
H 5.402 2.574 3.988
H 5.552 3.703 2.628
H 4.514 0.281 2.387
C -0.690 -3.182 4.763
C 0.257 -2.770 5.881
C 0.743 -3.977 6.669
O -0.394 -1.847 6.751
H -1.578 -3.673 5.167
H -1.032 -2.303 4.212
H -0.205 -3.867 4.065
H 1.114 -2.242 5.458
H -0.099 -4.492 7.138
H 1.416 -3.664 7.467
H 1.269 -4.686 6.028
H -1.154 -2.292 7.139
C 3.985 6.747 -1.455
C 4.135 6.190 -0.048
C 4.057 7.292 0.997
O 5.376 5.493 0.071
H 4.791 7.453 -1.674
H 4.048 5.946 -2.193
H 3.032 7.263 -1.579
H 3.350 5.453 0.138
H 4.864 8.014 0.852
H 4.169 6.878 2.000
H 3.105 7.823 0.944
H 6.084 6.125 -0.090
C -0.644 -6.790 -1.578
C 0.267 -7.643 -0.708
C 0.947 -8.735 -1.519
O -0.483 -8.223 0.359
H -1.438 -7.399 -2.018
H -1.126 -6.017 -0.981
H -0.089 -6.312 -2.385
H 1.025 -7.010 -0.241
H 0.203 -9.406 -1.956
H 1.592 -9.339 -0.881
H 1.549 -8.316 -2.325
H -1.158 -8.789 -0.029
*
```


The following is a DFT calculation (wB97M-V/def2-TZVPD) of an isolated ion of composition C26H34N3O and charge +1.

orbital gap = 8.17 eV
structure (SMILES) = O=C([C@H]1CC[N@H+](Cc2ccccc2)CC1)N1CCN(C/C=C/c2ccccc2)CC1
relative energy (zero: lowest compared OMol25 entry of this formula, charge and spin) = 0.00 kcal per mole
highest occupied orbital energy = -10.21 eV

ORCA input file:
```
! wB97M-V def2-TZVPD RIJCOSX def2/J DEFGRID3
* xyz 1 1
O 2.308 -0.446 -0.857
C 1.315 0.300 -0.747
C 1.491 1.682 -0.115
C 2.356 1.583 1.160
C 3.836 1.831 0.859
N 4.133 1.296 -0.480
C 5.563 0.999 -0.700
C 6.038 -0.079 0.240
C 7.030 0.183 1.176
C 7.462 -0.814 2.034
C 6.899 -2.077 1.966
C 5.907 -2.344 1.037
C 5.478 -1.351 0.174
C 3.562 2.178 -1.515
C 2.155 2.645 -1.113
N 0.125 -0.070 -1.191
C -1.094 0.722 -1.101
C -2.309 -0.142 -1.446
N -2.212 -1.351 -0.661
C -3.467 -2.079 -0.543
C -4.483 -1.256 0.184
C -5.712 -1.024 -0.270
C -6.759 -0.253 0.386
C -6.556 0.454 1.573
C -7.586 1.169 2.152
C -8.840 1.195 1.563
C -9.057 0.501 0.385
C -8.027 -0.212 -0.198
C -1.112 -2.195 -1.104
C -0.036 -1.372 -1.817
H 0.518 2.090 0.151
H 2.232 0.593 1.601
H 2.014 2.313 1.893
H 4.079 2.896 0.878
H 4.462 1.320 1.592
H 3.540 0.378 -0.564
H 6.145 1.914 -0.560
H 5.678 0.667 -1.736
H 7.474 1.167 1.229
H 8.237 -0.603 2.753
H 7.236 -2.854 2.634
H 5.470 -3.328 0.979
H 4.710 -1.570 -0.554
H 4.218 3.041 -1.657
H 3.527 1.616 -2.451
H 1.539 2.745 -2.007
H 2.205 3.627 -0.642
H -1.226 1.069 -0.074
H -1.038 1.585 -1.773
H -2.373 -0.329 -2.531
H -3.214 0.392 -1.148
H -3.255 -2.981 0.040
H -3.855 -2.389 -1.528
H -4.142 -0.863 1.131
H -6.000 -1.456 -1.221
H -5.586 0.446 2.046
H -7.412 1.709 3.071
H -9.643 1.753 2.021
H -10.031 0.516 -0.081
H -8.203 -0.754 -1.117
H -1.449 -2.981 -1.798
H -0.689 -2.684 -0.220
H 0.921 -1.893 -1.780
H -0.306 -1.216 -2.866
*
```


The following is a DFT calculation (wB97M-V/def2-TZVPD) of one molecule with the formula C6H14N2.

orbital gap = 9.36 eV
structure (SMILES) = CC[C@H](C)/N=C/NC
relative energy (zero: lowest compared OMol25 entry of this formula, charge and spin) = 60.99 kcal per mole
highest occupied orbital energy = -8.42 eV

ORCA input file:
```
! wB97M-V def2-TZVPD RIJCOSX def2/J DEFGRID3
* xyz 0 1
C -1.839 1.849 -0.314
C -1.649 0.488 0.410
C -1.280 -0.623 -0.546
C -1.437 -1.900 0.191
N 0.027 -0.586 -1.038
C 1.078 -0.064 -0.385
N 2.419 -0.168 -0.690
C 3.363 0.277 0.382
H -1.740 1.634 -1.399
H -0.933 2.406 -0.090
H -2.756 2.451 -0.266
H -0.981 0.515 1.271
H -2.627 0.176 0.867
H -2.012 -0.647 -1.398
H -0.800 -1.884 1.001
H -1.277 -2.903 -0.314
H -2.474 -2.069 0.917
H 1.140 0.544 0.547
H 3.018 -0.725 -1.305
H 2.778 0.834 1.104
H 4.204 0.890 0.030
H 3.778 -0.494 1.027
*
```


The following is a DFT calculation (wB97M-V/def2-TZVPD) of C2F6FeNO4S2 as an isolated structure.

orbital gap (alpha / beta) = 8.69 / 7.28 eV
<S²> = 8.77
highest occupied orbital energy (alpha / beta) = -10.24 / -10.41 eV

ORCA input file:
```
! wB97M-V def2-TZVPD RIJCOSX def2/J DEFGRID3
* xyz 0 6
O 2.942 -0.820 6.623
Fe 4.109 -0.722 5.246
N 2.957 0.967 3.897
S 1.333 0.144 5.862
O 0.036 -0.583 6.000
C 1.130 1.597 7.028
F 0.120 2.356 6.619
F 2.227 2.341 7.073
F 0.866 1.154 8.250
S 3.474 0.094 2.753
O 3.970 -1.220 3.360
O 4.327 0.675 1.706
C 2.061 -0.607 1.753
F 1.234 -1.273 2.551
F 1.399 0.378 1.158
F 2.505 -1.451 0.828
*
```


| no. | DFT total energy (eV) |
| --- | --- |
| 1 | -24764.2588 |
| 2 | -183430.4956 |
| 3 | -14215.8803 |
| 4 | -166863.1332 |
| 5 | -9268.7071 |
| 6 | -38087.1226 |
| 7 | -57707.9218 |
| 8 | -34026.3242 |
| 9 | -9426.8397 |
| 10 | -84111.0545 |